45
Properties=species:S:1:pos:R:3:nbo_charge:R:1 method="wB97M-V/def2-TZVPD" lumo_energy_ev=0.42 smiles="CCOP(=O)(OCC)[C@H](Nc1cc(Cl)cc(Cl)c1)c1cccc(O)c1" homo_energy_ev=-8.24 total_charge=0 orbital_gap_ev=8.661
C 3.62 -1.37 0.49 -0.637
C 3.23 -0.34 -0.55 -0.062
O 1.83 -0.39 -0.82 -0.828
P 0.88 0.56 0.09 2.363
O 1.30 0.76 1.47 -1.086
O 0.89 1.96 -0.69 -0.820
C 0.82 2.07 -2.11 -0.065
C -0.49 2.70 -2.56 -0.634
C -0.78 -0.30 -0.11 -0.413
N -1.51 -0.19 1.13 -0.585
C -1.69 1.03 1.74 0.209
C -1.92 1.08 3.12 -0.275
C -2.15 2.29 3.74 0.003
Cl -2.43 2.32 5.44 0.014
C -2.17 3.48 3.03 -0.305
C -1.95 3.42 1.67 0.004
Cl -1.97 4.87 0.75 0.007
C -1.72 2.22 1.01 -0.278
C -0.52 -1.74 -0.43 -0.006
C 0.18 -2.53 0.47 -0.207
C 0.44 -3.85 0.18 -0.192
C 0.02 -4.41 -1.01 -0.275
C -0.68 -3.62 -1.93 0.326
O -1.08 -4.20 -3.09 -0.660
C -0.95 -2.29 -1.63 -0.285
H 4.70 -1.38 0.62 0.215
H 3.15 -1.12 1.44 0.230
H 3.29 -2.36 0.18 0.211
H 3.52 0.66 -0.21 0.185
H 3.72 -0.55 -1.51 0.186
H 0.97 1.09 -2.57 0.185
H 1.65 2.73 -2.40 0.189
H -1.33 2.02 -2.40 0.197
H -0.67 3.61 -2.01 0.227
H -0.43 2.93 -3.62 0.221
H -1.35 0.17 -0.92 0.226
H -1.30 -0.93 1.78 0.394
H -1.89 0.17 3.70 0.222
H -2.35 4.42 3.53 0.239
H -1.58 2.23 -0.05 0.218
H 0.54 -2.09 1.39 0.213
H 0.99 -4.46 0.88 0.218
H 0.21 -5.44 -1.26 0.227
H -1.55 -3.55 -3.63 0.480
H -1.49 -1.68 -2.35 0.203